(1)
{"formula": "C37H72Br6O25S5", "method": "wB97M-V/def2-TZVPD", "symbols": ["O", "C", "O", "C", "C", "C", "H", "H", "H", "H", "H", "H", "O", "C", "O", "C", "C", "C", "H", "H", "H", "H", "H", "H", "O", "C", "O", "C", "C", "C", "H", "H", "H", "H", "H", "H", "O", "C", "O", "C", "C", "C", "H", "H", "H", "H", "H", "H", "O", "C", "O", "C", "C", "C", "H", "H", "H", "H", "H", "H", "O", "S", "O", "O", "C", "C", "C", "H", "H", "H", "H", "H", "H", "H", "H", "O", "S", "O", "O", "C", "C", "C", "H", "H", "H", "H", "H", "H", "H", "H", "O", "S", "O", "O", "C", "C", "C", "H", "H", "H", "H", "H", "H", "H", "H", "O", "S", "O", "O", "C", "C", "C", "H", "H", "H", "H", "H", "H", "H", "H", "O", "S", "O", "O", "C", "C", "C", "H", "H", "H", "H", "H", "H", "H", "H", "C", "Br", "Br", "Br", "H", "C", "Br", "Br", "Br", "H"], "positions_angstrom": [[-2.34588, -0.36341, -3.83631], [-2.83210, 0.44719, -4.57446], [-2.32462, 0.66735, -5.81663], [-3.20087, 1.55931, -6.55289], [-3.99908, 2.26786, -5.51441], [-4.04402, 1.31501, -4.36086], [-3.80957, 0.94392, -7.22026], [-2.61799, 2.21645, -7.19572], [-4.99196, 2.63688, -5.78287], [-3.53690, 3.20597, -5.18705], [-4.92995, 0.67404, -4.41332], [-4.08282, 1.81680, -3.39808], [-1.27424, -5.60963, -3.54489], [-1.64777, -4.57552, -3.04674], [-0.79436, -3.64642, -2.63659], [-1.40027, -2.59796, -1.87518], [-2.92434, -2.73900, -2.24183], [-3.01238, -4.25349, -2.48014], [-1.15353, -1.60045, -2.22929], [-1.28374, -2.74019, -0.80392], [-3.09018, -2.13015, -3.12783], [-3.44618, -2.35786, -1.36530], [-3.91339, -4.39757, -3.06789], [-2.94623, -4.78682, -1.52797], [6.17939, -2.69774, 3.81937], [5.73231, -1.58225, 3.93266], [4.52923, -1.30580, 3.43812], [4.17197, 0.07100, 3.63386], [5.08501, 0.49054, 4.81809], [6.31838, -0.36278, 4.62002], [3.11456, 0.21922, 3.81767], [4.58756, 0.63754, 2.80328], [4.51010, 0.29241, 5.72219], [5.30952, 1.55052, 4.69802], [6.85108, -0.64640, 5.52283], [7.02877, 0.03091, 3.88806], [-3.60497, 3.20884, -1.62991], [-3.44097, 4.17726, -2.29618], [-2.27236, 4.41164, -2.96959], [-2.35423, 5.46582, -3.90146], [-3.60940, 6.24337, -3.56511], [-4.45653, 5.28368, -2.68918], [-2.44625, 5.05608, -4.91348], [-1.41865, 6.02144, -3.86926], [-4.22520, 6.48264, -4.43014], [-3.32014, 7.15978, -3.05428], [-5.33933, 4.85804, -3.15129], [-4.61175, 5.74707, -1.71459], [0.09401, -4.20729, 0.42756], [0.37290, -5.24473, -0.12313], [-0.53068, -6.18864, -0.31326], [-0.07415, -7.30516, -1.02355], [1.41800, -6.97421, -1.37821], [1.64615, -5.52927, -0.91795], [-0.67161, -7.49371, -1.91460], [-0.14190, -8.23719, -0.45608], [1.54569, -7.18078, -2.43825], [2.17879, -7.52451, -0.82296], [1.82405, -4.84320, -1.74186], [2.46734, -5.46803, -0.20513], [-4.85675, 2.97353, 2.64970], [-3.64453, 3.23636, 3.38099], [-3.22398, 4.51978, 3.87463], [-3.55206, 2.22851, 4.64552], [-4.57989, 2.33265, 5.64526], [-5.21945, 3.69334, 5.99764], [-2.21076, 2.47921, 2.52145], [-4.14115, 1.97196, 6.57257], [-5.36760, 1.66093, 5.30260], [-4.52303, 4.51114, 6.17259], [-5.83563, 3.50824, 6.87664], [-5.87829, 4.05627, 5.20643], [-1.33115, 2.41521, 3.15423], [-2.00564, 2.97352, 1.57632], [-2.58358, 1.46900, 2.35368], [1.78958, -0.12835, 0.92219], [0.48062, -0.23558, 1.54691], [0.28677, 0.18352, 2.91900], [-0.67963, 0.42627, 0.60865], [-0.44531, 0.68137, -0.77779], [-0.23237, 2.16913, -1.00912], [-0.19414, -1.91693, 1.48671], [-1.31472, 0.34831, -1.35295], [0.34477, 0.01900, -1.13882], [-1.11174, 2.79442, -0.85674], [0.08129, 2.37215, -2.03603], [0.54228, 2.53289, -0.33286], [-1.24895, -1.86128, 1.75601], [0.13196, -2.39821, 2.41279], [0.04509, -2.52729, 0.62319], [6.50290, 4.03327, -1.48261], [6.68007, 2.61503, -1.64324], [8.03360, 2.11143, -1.79058], [6.06195, 1.78473, -0.35163], [4.74315, 2.22327, 0.07354], [5.03955, 3.13955, 1.26367], [5.60378, 2.02867, -2.98779], [4.23031, 1.31819, 0.40437], [4.09415, 2.76082, -0.61837], [5.85810, 2.75990, 1.86771], [4.17009, 3.27689, 1.91541], [5.24915, 4.11906, 0.83040], [4.83114, 1.34892, -2.63398], [6.12086, 1.63410, -3.85617], [5.08352, 2.94295, -3.28041], [4.50454, -1.21594, -1.14925], [4.13721, -2.57725, -0.92169], [3.47980, -3.28404, -1.96114], [5.48842, -3.35362, -0.50396], [6.48982, -2.67183, 0.24841], [7.74006, -2.55248, -0.65041], [3.25856, -2.75639, 0.63240], [6.76857, -3.20555, 1.15815], [6.14200, -1.69906, 0.60012], [7.47209, -1.90824, -1.49060], [7.97188, -3.52485, -1.07804], [8.54147, -2.05566, -0.10685], [3.59259, -2.02628, 1.36282], [3.41151, -3.77253, 0.98859], [2.19656, -2.61087, 0.45463], [-4.12279, -0.51153, 2.29211], [-4.27819, -0.87767, 0.90554], [-3.31349, -1.66278, 0.18146], [-5.77605, -1.58263, 0.75744], [-6.83916, -1.04131, 1.54552], [-6.99651, -1.49734, 2.99097], [-4.57200, 0.48185, -0.18066], [-7.68690, -1.34268, 0.92273], [-6.91562, 0.04441, 1.41190], [-7.88654, -2.11981, 3.04861], [-7.11710, -0.69573, 3.71675], [-6.06289, -2.01049, 3.22256], [-4.76563, 0.12797, -1.19087], [-3.63814, 1.04590, -0.18252], [-5.39245, 1.15015, 0.07249], [2.90662, 6.38310, -0.88401], [3.99926, 6.95505, 0.59520], [2.31257, 4.50070, -0.87031], [3.66405, 6.91482, -2.64491], [1.98774, 6.95089, -0.85965], [0.91878, -5.43849, 3.98171], [1.55027, -6.82821, 2.77342], [-0.95830, -4.93093, 3.65458], [2.17162, -3.95653, 4.01731], [0.94713, -5.99837, 4.90596]], "orbital_gap_ev": 9.07}



(2)
{"formula": "C37H73FNO19", "method": "wB97M-V/def2-TZVPD", "symbols": ["O", "C", "O", "C", "N", "F", "C", "C", "C", "O", "H", "H", "H", "H", "H", "H", "H", "H", "H", "O", "C", "O", "C", "C", "C", "H", "H", "H", "H", "H", "H", "H", "H", "O", "C", "O", "C", "C", "C", "H", "H", "H", "H", "H", "H", "H", "H", "O", "C", "O", "C", "C", "C", "H", "H", "H", "H", "H", "H", "H", "H", "O", "C", "O", "C", "C", "C", "H", "H", "H", "H", "H", "H", "H", "H", "O", "C", "O", "C", "C", "C", "H", "H", "H", "H", "H", "H", "H", "H", "O", "C", "O", "C", "C", "C", "H", "H", "H", "H", "H", "H", "H", "H", "O", "C", "O", "C", "C", "C", "H", "H", "H", "H", "H", "H", "H", "H", "O", "C", "O", "C", "C", "C", "H", "H", "H", "H", "H", "H", "H", "H"], "positions_angstrom": [[-4.88306, 0.28546, 3.42131], [-5.18744, 0.58491, 2.25084], [-5.56572, 1.69047, 1.79664], [-5.18270, -0.53215, 1.18748], [-4.37542, -1.71776, 1.46030], [-5.26289, -2.62115, 2.13828], [-4.03228, -2.45873, 0.25605], [-3.01632, -1.72060, -0.61168], [-1.58612, -1.79948, -0.05960], [-0.92292, -0.54103, 0.00820], [-6.22668, -0.84662, 1.06245], [-4.84858, -0.09087, 0.25169], [-3.55707, -3.38745, 0.57853], [-4.93147, -2.74506, -0.30837], [-3.04661, -2.19241, -1.59742], [-3.27093, -0.67145, -0.76184], [-0.98986, -2.46306, -0.68904], [-1.60248, -2.18548, 0.95661], [-0.96624, -0.15271, -0.87019], [0.27644, -1.72999, -2.73528], [-0.21288, -1.32036, -3.75293], [-1.54211, -1.06548, -3.74262], [-2.22050, -0.42038, -4.82483], [-2.62946, -1.39613, -5.90766], [0.57669, -1.13166, -5.02272], [-1.61742, 0.39727, -5.22237], [-3.09932, 0.02345, -4.35984], [-1.76170, -1.85694, -6.38010], [-3.20490, -0.88108, -6.67758], [-3.24717, -2.18645, -5.48147], [0.60892, -2.07891, -5.56079], [1.59359, -0.86282, -4.75081], [0.18657, -0.37452, -5.69400], [-9.29137, -0.04435, 2.01385], [-9.28022, 0.58747, 3.03271], [-10.50289, 0.89176, 3.57715], [-10.63224, 1.46883, 4.87759], [-10.48679, 2.97719, 4.86028], [-8.03636, 1.10314, 3.69958], [-9.93674, 1.00997, 5.58080], [-11.63646, 1.19104, 5.19828], [-9.48952, 3.27429, 4.53791], [-10.66187, 3.38168, 5.85854], [-11.21077, 3.41476, 4.17158], [-7.75605, 2.05853, 3.25661], [-7.20828, 0.41926, 3.53514], [-8.15855, 1.22490, 4.77397], [-10.04329, -0.26053, 8.62624], [-8.91517, -0.63045, 8.42748], [-8.00019, 0.27250, 8.04310], [-6.59421, -0.03402, 7.94489], [-6.23010, -0.68638, 6.63415], [-8.52840, -2.08827, 8.53279], [-6.28132, -0.62610, 8.80743], [-6.11220, 0.93783, 8.03458], [-6.71064, -1.65796, 6.51402], [-5.15271, -0.82891, 6.55822], [-6.52540, -0.06098, 5.79388], [-8.73461, -2.56073, 7.57247], [-9.16173, -2.54662, 9.28752], [-7.48589, -2.26023, 8.78309], [1.92792, 0.22095, -7.42943], [2.50494, 1.25601, -7.22388], [3.82979, 1.21794, -7.00563], [4.62764, 2.40264, -6.84027], [4.54661, 2.93276, -5.42714], [1.76154, 2.56645, -7.10356], [4.35464, 3.15715, -7.57953], [5.63949, 2.07719, -7.07354], [3.53495, 3.25414, -5.17866], [5.22190, 3.77841, -5.29699], [4.83236, 2.15974, -4.71315], [1.41670, 2.66455, -6.07388], [0.89310, 2.51786, -7.75481], [2.34863, 3.44445, -7.35672], [8.90276, 3.08646, -5.29538], [8.76661, 3.34503, -4.12732], [7.53416, 3.57614, -3.65842], [7.21196, 3.69083, -2.25754], [7.42832, 5.09885, -1.74993], [9.95092, 3.47115, -3.19525], [7.76576, 2.95091, -1.68422], [6.16396, 3.41205, -2.18841], [8.47515, 5.39752, -1.82054], [7.12036, 5.16612, -0.70806], [6.84137, 5.80030, -2.34427], [10.32553, 4.49274, -3.25996], [10.72798, 2.79831, -3.54781], [9.72530, 3.25062, -2.15535], [6.64226, 2.91319, 0.41860], [5.88054, 2.84925, 1.35002], [6.32059, 3.25044, 2.55769], [5.44797, 3.34179, 3.69333], [5.29963, 2.01730, 4.40998], [4.50264, 2.25816, 1.19325], [4.48371, 3.75625, 3.39991], [5.92955, 4.07400, 4.33925], [4.82611, 1.26868, 3.77546], [4.68742, 2.14273, 5.30320], [6.27829, 1.64110, 4.70796], [4.59474, 1.17522, 1.28467], [4.14620, 2.47138, 0.18962], [3.76972, 2.61001, 1.91376], [-3.05447, -5.58492, 2.08630], [-2.03842, -5.87903, 1.52462], [-1.21062, -4.88493, 1.13237], [0.09080, -5.11329, 0.58902], [0.05426, -5.40757, -0.89710], [-1.69317, -7.30706, 1.16471], [0.60603, -5.89917, 1.14553], [0.62480, -4.18233, 0.77556], [-0.48480, -6.33266, -1.10918], [1.06882, -5.50429, -1.28591], [-0.44048, -4.59383, -1.42451], [-2.16268, -7.53705, 0.20824], [-2.12506, -7.95283, 1.92437], [-0.62800, -7.50809, 1.08723], [5.01508, 0.92065, -2.16171], [5.86912, 0.07911, -2.14429], [5.88067, -0.80041, -1.11962], [6.74941, -1.93668, -1.08867], [8.11705, -1.59637, -0.53459], [6.96088, 0.02815, -3.18992], [6.81077, -2.39918, -2.07426], [6.23944, -2.64346, -0.43623], [8.64144, -0.88222, -1.16951], [8.72555, -2.49819, -0.45851], [8.01966, -1.15654, 0.45783], [7.76736, 0.69583, -2.88643], [6.54613, 0.40198, -4.12254], [7.37270, -0.96082, -3.37090]], "orbital_gap_ev": 5.96, "charge": -1}



(3)
{"formula": "C37H73N2O13P2", "method": "wB97M-V/def2-TZVPD", "symbols": ["C", "C", "C", "C", "C", "C", "N", "C", "C", "P", "N", "C", "P", "O", "C", "C", "C", "C", "C", "C", "O", "O", "C", "C", "H", "H", "H", "H", "H", "H", "H", "H", "H", "H", "H", "H", "H", "H", "H", "H", "H", "H", "H", "H", "H", "H", "H", "C", "O", "C", "C", "O", "C", "H", "H", "H", "H", "H", "H", "H", "H", "H", "H", "C", "O", "C", "C", "O", "C", "H", "H", "H", "H", "H", "H", "H", "H", "H", "H", "C", "O", "C", "C", "O", "C", "H", "H", "H", "H", "H", "H", "H", "H", "H", "H", "C", "O", "C", "C", "O", "C", "H", "H", "H", "H", "H", "H", "H", "H", "H", "H", "C", "O", "C", "C", "O", "C", "H", "H", "H", "H", "H", "H", "H", "H", "H", "H"], "positions_angstrom": [[7.16548, 6.29645, 0.44023], [6.12116, 5.36080, -0.08836], [6.25828, 3.98437, 0.01589], [5.25869, 3.12994, -0.44818], [4.11979, 3.64595, -1.03645], [3.05730, 2.70807, -1.54098], [1.67722, 3.15422, -1.23507], [0.88845, 3.47089, -2.28959], [-0.39841, 3.90772, -2.14460], [-1.39026, 4.30744, -3.61980], [-2.82587, 3.70814, -3.57409], [-0.91078, 4.02383, -0.83913], [-2.59236, 4.56048, -0.28367], [-2.93808, 3.83712, 0.95705], [-0.08699, 3.68415, 0.21789], [1.21558, 3.23802, 0.03011], [2.02287, 2.85670, 1.22944], [1.66174, 1.45063, 1.73243], [2.31042, 0.29425, 0.97806], [1.45168, -0.27635, -0.12039], [0.30781, 0.04102, -0.33135], [2.10262, -1.24823, -0.84373], [3.97073, 5.02857, -1.16322], [4.96755, 5.86437, -0.69328], [7.41609, 7.06393, -0.28949], [6.78295, 6.81230, 1.32257], [8.06614, 5.76935, 0.74104], [7.15349, 3.57877, 0.46755], [5.38454, 2.05853, -0.34530], [3.11102, 2.65833, -2.62846], [3.20509, 1.69184, -1.18401], [1.34638, 3.35317, -3.26045], [-0.55792, 3.93651, -4.68546], [-1.34790, 5.70978, -3.56797], [-3.01974, 3.09010, -4.35188], [-3.41334, 4.37565, -1.39412], [-2.40717, 5.94520, -0.12302], [-0.47298, 3.74441, 1.22712], [3.09425, 2.96187, 1.08647], [1.74325, 3.56337, 2.01025], [0.57999, 1.33608, 1.75284], [2.00493, 1.39776, 2.76477], [2.53112, -0.52333, 1.66807], [3.27734, 0.57742, 0.55956], [2.17438, -0.95017, -1.75858], [3.07097, 5.41668, -1.62412], [4.85478, 6.93653, -0.78726], [-2.46509, -4.80322, 1.22138], [-1.64739, -4.52064, 0.09717], [-0.85086, -3.36678, 0.27696], [0.56955, -3.74285, 0.63926], [0.62147, -4.41002, 1.88936], [0.73926, -5.82107, 1.77710], [-2.84458, -5.81691, 1.10394], [-1.89719, -4.74638, 2.15338], [-3.31226, -4.10948, 1.26740], [-1.27669, -2.72618, 1.05684], [-0.84629, -2.80009, -0.65982], [1.16998, -2.83594, 0.72370], [1.00938, -4.36620, -0.14521], [1.74935, -6.10199, 1.46015], [0.01091, -6.22959, 1.07432], [0.55236, -6.23829, 2.76594], [6.82271, 6.43614, -6.02916], [7.23204, 5.55142, -5.00007], [6.20432, 5.19844, -4.09954], [5.64647, 3.82335, -4.39283], [4.95641, 3.76484, -5.62718], [5.71705, 3.19370, -6.68194], [7.62527, 6.47087, -6.76227], [5.90814, 6.09039, -6.51699], [6.66259, 7.44492, -5.63460], [5.40245, 5.94559, -4.11009], [6.63754, 5.18525, -3.09303], [4.92500, 3.57210, -3.60783], [6.45233, 3.08314, -4.36125], [5.81995, 2.11238, -6.54658], [6.70907, 3.64403, -6.74729], [5.17810, 3.38265, -7.60766], [-2.20777, -3.35410, 5.60278], [-1.61419, -3.50720, 6.87750], [-1.43960, -4.86069, 7.26356], [-0.01632, -5.32647, 7.05847], [0.33213, -5.33358, 5.68484], [1.11570, -4.22423, 5.28274], [-2.10918, -2.30613, 5.32342], [-1.71085, -3.97136, 4.84922], [-3.27284, -3.60984, 5.63305], [-2.12411, -5.50710, 6.70456], [-1.69207, -4.93839, 8.32516], [0.07831, -6.35014, 7.43323], [0.67253, -4.69260, 7.62544], [2.14443, -4.32405, 5.64834], [0.69665, -3.28027, 5.64157], [1.12346, -4.21769, 4.19554], [-5.11264, -9.92764, 3.45483], [-3.87372, -10.59399, 3.60549], [-3.09637, -10.63249, 2.42215], [-1.99316, -9.59941, 2.43838], [-2.50285, -8.27568, 2.42485], [-2.50950, -7.65571, 3.69678], [-5.52333, -9.77932, 4.45184], [-4.99126, -8.95555, 2.97017], [-5.81467, -10.53373, 2.87223], [-3.72962, -10.48775, 1.54108], [-2.64572, -11.62740, 2.35556], [-1.37824, -9.72399, 1.54170], [-1.35306, -9.75290, 3.31296], [-1.49180, -7.38747, 4.00364], [-2.95782, -8.29096, 4.46420], [-3.09735, -6.74252, 3.60841], [-7.04884, 4.00076, -1.39269], [-6.98578, 4.79727, -2.56068], [-6.52990, 4.09374, -3.70502], [-7.66525, 3.68161, -4.61369], [-8.51504, 2.73063, -4.00032], [-9.71784, 3.27959, -3.49250], [-7.59408, 4.56848, -0.64110], [-7.56965, 3.05838, -1.57547], [-6.04494, 3.78196, -1.00783], [-5.95096, 3.21511, -3.40258], [-5.86067, 4.76409, -4.25384], [-7.24479, 3.21530, -5.51062], [-8.23341, 4.56370, -4.92563], [-10.39992, 3.54528, -4.30671], [-9.52981, 4.16421, -2.87946], [-10.18794, 2.51406, -2.87841]], "orbital_gap_ev": 5.89, "charge": 1}



LUMO values, unit eV, following the record order: -0.444 1.578 -4.374.
Energy values, unit Eh, following the record order: -20768.91943 -3037.81513 -3223.48252.